Entry 1:
The following is a DFT calculation (wB97M-V/def2-TZVPD) of the molecule C3H6ClP at a distorted geometry.

Its gap between HOMO and LUMO is 0.335 Ha. The electronic energy comes out at -25017.63246 eV. The energy above the lowest of the compared OMol25 structures with the same formula, charge and spin comes out at 108.2 kJ/mol. As for the SMILES: [H]/P=C(\Cl)CC. The value obtained for the highest occupied orbital energy is -0.332 hartree.

Atoms and positions in Å:
C  1.4633  -0.0383  -0.1398
C  -0.9145  0.4005  0.4051
C  0.0951  -0.1511  -0.6842
P  2.3855  -1.4222  0.0834
Cl  2.0474  1.5488  0.0215
H  -0.5806  1.4770  0.4422
H  -0.8198  -0.2774  1.3404
H  -2.0194  0.2300  0.1354
H  -0.1696  -1.2061  -1.0792
H  0.1031  0.3760  -1.6371
H  3.4699  -0.7701  0.3334

***

Entry 2:
The following is a DFT calculation (wB97M-V/def2-TZVPD) of the molecule C3H6F2N2 at a distorted geometry.

Its gap between HOMO and LUMO is 0.360 Ha. The electronic energy comes out at -11620.74786 eV. The energy above the lowest of the compared OMol25 structures with the same formula, charge and spin comes out at 249.5 kJ/mol. As for the SMILES: CC(F)(F)/C=N\N. The value obtained for the highest occupied orbital energy is -0.328 hartree.

Atoms and positions in Å:
C  -0.8134  1.1617  -0.8684
C  -0.7559  -0.0208  -0.0802
C  0.4278  -0.9161  -0.2749
H  -1.8760  1.5939  -0.5464
H  0.0490  1.9848  -0.4001
H  -0.8319  1.0380  -1.9596
H  0.1986  -1.9063  -0.4341
H  1.9736  1.0584  0.9208
H  3.4262  0.3481  0.1537
N  1.6839  -0.7124  -0.3554
N  2.3149  0.4141  0.1776
F  -1.9541  -0.7238  -0.0318
F  -0.7216  0.3485  1.2375

***

Entry 3:
The following is a DFT calculation (wB97M-V/def2-TZVPD) of a cluster of 2 separate species, C3H6F2O in total at a distorted geometry.

Its gap between HOMO and LUMO is 0.331 Ha. The electronic energy comes out at -10687.13354 eV. The energy above the lowest of the compared OMol25 structures with the same formula, charge and spin comes out at 327.5 kJ/mol. The value obtained for the highest occupied orbital energy is -0.307 hartree.

Atoms and positions in Å:
C  0.3614  -1.5669  0.1411
C  -0.6851  0.8592  -1.3407
C  -0.9737  0.4597  0.1308
O  -0.5943  1.5146  0.9458
F  -1.5001  1.8350  -1.6569
F  -2.1903  0.1154  0.4184
H  -0.0357  -1.8630  -0.8722
H  1.3690  -1.2346  0.2295
H  -0.0831  -2.2582  0.9086
H  -0.7639  -0.0488  -1.9744
H  0.3529  1.2884  -1.3812
H  -1.1653  1.7210  1.7593